{
  "formula": "C35H45N3S2SiZn",
  "method": "ωB97M-V/def2-TZVPD",
  "symbols": ["Zn", "S", "C", "N", "C", "C", "N", "C", "C", "C", "C", "C", "C", "C", "C", "S", "C", "C", "C", "C", "C", "C", "C", "H", "H", "H", "H", "H", "H", "H", "H", "H", "H", "H", "H", "H", "H", "H", "H", "H", "H", "C", "C", "C", "C", "C", "C", "C", "C", "N", "H", "H", "H", "H", "H", "H", "C", "Si", "C", "C", "C", "C", "C", "C", "C", "C", "H", "H", "H", "H", "H", "H", "H", "H", "H", "H", "H", "H", "H", "H", "H", "H", "H", "H", "H", "H", "H"],
  "positions_angstrom": [[1.518, -1.810, -0.940], [1.267, 0.226, 0.572], [-0.265, 0.680, 0.146], [-1.191, 1.083, 1.015], [-2.496, 1.573, 0.593], [-2.332, 2.322, -0.701], [-1.716, 1.426, -1.674], [-2.184, 1.581, -3.056], [-1.848, 2.952, -3.586], [-0.518, 3.365, -3.644], [-0.203, 4.631, -4.108], [-1.210, 5.494, -4.522], [-2.532, 5.087, -4.469], [-2.849, 3.820, -3.997], [-0.673, 0.665, -1.341], [0.183, -0.249, -2.424], [-0.989, 1.046, 2.468], [-0.773, 2.431, 3.022], [-1.663, 2.972, 3.940], [-1.457, 4.248, 4.450], [-0.360, 4.987, 4.041], [0.533, 4.451, 3.120], [0.329, 3.180, 2.613], [-2.865, 2.239, 1.373], [-3.189, 0.732, 0.485], [-1.715, 3.215, -0.566], [-3.295, 2.637, -1.099], [-3.265, 1.426, -3.053], [-1.724, 0.796, -3.650], [0.268, 2.690, -3.326], [0.832, 4.945, -4.150], [-0.960, 6.481, -4.887], [-3.320, 5.756, -4.789], [-3.885, 3.503, -3.953], [-0.139, 0.398, 2.671], [-1.882, 0.591, 2.904], [-2.518, 2.391, 4.264], [-2.154, 4.660, 5.168], [-0.194, 5.978, 4.441], [1.398, 5.021, 2.807], [1.036, 2.757, 1.909], [3.438, -1.698, -1.584], [3.932, -0.404, -1.102], [3.746, 0.767, -1.854], [4.020, 2.013, -1.334], [4.507, 2.137, -0.031], [4.748, 0.986, 0.718], [4.471, -0.257, 0.187], [4.738, 3.435, 0.533], [4.909, 4.475, 0.995], [3.972, -2.547, -1.155], [3.454, -1.764, -2.673], [3.343, 0.687, -2.857], [3.848, 2.903, -1.926], [5.140, 1.075, 1.723], [4.643, -1.142, 0.788], [0.928, -5.218, -0.813], [0.247, -3.635, -0.010], [0.652, -3.826, 1.868], [-0.159, -2.861, 2.735], [0.441, -5.248, 2.393], [2.140, -3.479, 2.040], [-1.651, -3.649, -0.353], [-1.839, -3.788, -1.870], [-2.303, -2.329, 0.072], [-2.385, -4.800, 0.335], [0.427, -6.129, -0.478], [1.992, -5.327, -0.596], [0.833, -5.167, -1.899], [-1.217, -3.131, 2.764], [-0.077, -1.833, 2.371], [0.209, -2.879, 3.767], [-0.609, -5.547, 2.372], [0.779, -5.317, 3.433], [1.007, -5.982, 1.819], [2.353, -2.444, 1.759], [2.787, -4.126, 1.442], [2.434, -3.598, 3.089], [-1.314, -3.003, -2.421], [-2.903, -3.718, -2.121], [-1.482, -4.750, -2.237], [-1.794, -1.483, -0.388], [-2.286, -2.183, 1.155], [-3.351, -2.301, -0.251], [-1.949, -5.768, 0.084], [-3.435, -4.821, 0.019], [-2.376, -4.699, 1.423]],
  "forces_ev_per_angstrom": [[-0.27, -0.25, 0.09], [0.05, 0.02, 0.19], [-0.28, 0.07, -0.38], [0.00, -0.10, 0.10], [0.08, 0.03, -0.03], [0.00, -0.07, 0.01], [0.03, 0.03, -0.13], [0.03, -0.06, 0.05], [0.00, 0.01, -0.01], [-0.01, -0.01, 0.01], [0.02, 0.02, -0.01], [0.01, 0.01, 0.00], [-0.01, 0.00, 0.00], [0.00, -0.01, -0.01], [0.01, 0.15, 0.47], [0.01, -0.12, -0.18], [0.05, -0.06, -0.03], [0.01, -0.01, 0.04], [-0.01, 0.01, 0.00], [-0.01, -0.01, 0.00], [0.00, 0.01, 0.00], [0.01, 0.05, 0.01], [-0.01, 0.00, 0.01], [-0.01, 0.01, -0.03], [-0.01, 0.02, -0.02], [-0.02, -0.01, 0.04], [-0.01, -0.02, 0.03], [0.02, 0.01, -0.02], [-0.02, 0.02, 0.00], [0.02, -0.01, 0.01], [0.01, 0.01, 0.00], [0.00, 0.01, 0.00], [-0.01, 0.01, 0.00], [-0.02, 0.00, 0.00], [-0.03, 0.05, -0.02], [0.00, 0.03, 0.00], [-0.01, -0.01, 0.01], [-0.01, 0.01, 0.01], [0.00, 0.01, 0.00], [0.02, 0.00, -0.02], [0.02, 0.00, -0.02], [0.21, 0.13, -0.08], [-0.05, -0.04, -0.02], [0.02, 0.03, -0.05], [-0.02, -0.03, 0.00], [0.02, 0.09, 0.03], [0.00, -0.02, -0.01], [0.06, 0.01, 0.01], [0.01, -0.09, -0.01], [-0.02, 0.07, 0.02], [0.04, 0.02, 0.00], [0.00, -0.03, -0.01], [0.00, -0.01, -0.01], [0.01, 0.02, 0.00], [0.01, 0.01, 0.01], [0.00, -0.02, 0.00], [-0.05, 0.02, -0.04], [0.05, -0.11, -0.01], [0.12, 0.07, 0.03], [-0.03, -0.01, 0.01], [-0.07, -0.06, 0.00], [-0.03, 0.00, 0.04], [-0.03, 0.11, -0.06], [-0.02, -0.02, 0.05], [-0.02, 0.04, 0.07], [-0.01, -0.04, 0.06], [-0.04, -0.01, 0.02], [0.03, 0.00, 0.03], [0.01, 0.00, -0.04], [0.03, 0.00, 0.00], [0.00, 0.02, -0.02], [0.02, 0.01, 0.03], [0.05, 0.00, -0.02], [0.00, 0.01, 0.04], [0.03, -0.02, -0.02], [-0.02, 0.04, -0.01], [-0.01, -0.02, -0.03], [0.02, -0.02, 0.02], [0.02, 0.03, 0.01], [-0.03, 0.01, -0.02], [0.03, -0.04, 0.00], [0.03, 0.05, -0.07], [0.01, -0.01, -0.04], [-0.04, -0.02, 0.00], [0.01, -0.02, 0.00], [-0.03, 0.00, -0.01], [0.00, 0.01, -0.06]],
  "nbo_charge": [1.306, -0.127, 0.071, -0.374, -0.221, -0.232, -0.375, -0.261, 0.032, -0.243, -0.185, -0.209, -0.207, -0.230, 0.084, -0.147, -0.240, -0.072, -0.212, -0.208, -0.205, -0.214, -0.154, 0.234, 0.217, 0.224, 0.228, 0.210, 0.257, 0.225, 0.220, 0.219, 0.218, 0.208, 0.259, 0.212, 0.208, 0.217, 0.218, 0.229, 0.220, -1.033, 0.026, -0.251, -0.146, -0.254, -0.149, -0.222, 0.298, -0.358, 0.218, 0.218, 0.210, 0.216, 0.220, 0.207, -1.149, 0.862, -0.496, -0.599, -0.611, -0.606, -0.497, -0.611, -0.598, -0.609, 0.219, 0.232, 0.231, 0.198, 0.197, 0.199, 0.204, 0.198, 0.209, 0.204, 0.208, 0.200, 0.211, 0.196, 0.211, 0.188, 0.204, 0.194, 0.208, 0.197, 0.201],
  "homo_energy_ev": -6.95,
  "total_charge": 0,
  "total_energy_ev": -119463.02006,
  "gap_ev": 5.72,
  "de_lowest_kcal_mol": 3.9
}